The following is a DFT calculation (ωB97M-V/def2-TZVPD) of a molecular structure, C48H126AlN9O21.

Geometry as XYZ:
```
205
Properties=species:S:1:pos:R:3:forces:R:3
Al 0.8742 -0.0440 0.5202 -0.1 0.2 0.5
C 1.4684 0.7549 5.8892 -1.4 -1.7 0.1
C -0.0701 0.6351 5.5200 1.2 -0.2 0.3
C -0.7921 -0.6385 6.0085 1.0 0.0 -0.3
O -2.1631 -0.6290 5.6803 0.2 0.7 0.8
C -2.7841 -1.9080 5.7417 -0.7 -0.1 -0.6
N -0.7158 1.8913 6.1842 0.2 -0.5 -0.5
H -0.5676 1.8858 7.1832 -0.1 -0.7 0.8
H -0.2686 2.7722 5.9742 0.3 0.2 -0.9
H -1.7087 1.9796 6.0217 -0.5 -0.2 -0.1
H 2.0202 1.5317 5.3599 -0.4 0.1 0.2
H 1.9370 -0.1992 5.6479 -0.1 -0.1 -0.5
H 1.6018 0.7287 6.9707 0.0 0.7 0.2
H -0.1807 0.5527 4.4388 -0.3 1.3 -0.1
H -0.4935 -0.7804 7.0471 -0.8 -0.3 0.5
H -0.3816 -1.4615 5.4235 0.7 0.0 0.0
H -2.8931 -2.3862 6.7151 0.3 0.5 0.3
H -2.3051 -2.6312 5.0817 0.4 0.1 -0.2
H -3.7861 -1.7364 5.3482 0.0 -0.1 0.1
C 0.3186 5.9876 2.0887 0.8 0.7 -0.1
C -1.0953 5.6159 2.4282 0.0 -0.7 -1.0
C -2.0772 5.6473 1.2262 0.0 0.2 0.2
O -3.3856 5.2160 1.5328 0.1 0.8 0.5
C -4.1696 6.2709 2.1458 -0.3 -1.0 -0.1
N -1.0036 4.1769 2.9151 -1.2 1.0 -0.1
H -1.0944 3.5507 2.1279 0.4 -0.9 -0.7
H -0.1464 3.9924 3.4164 0.3 -0.3 0.1
H -1.8324 4.0380 3.4754 -0.1 -0.5 0.4
H 0.4286 6.9294 1.5510 -0.3 0.1 0.2
H 0.8421 5.2511 1.4791 -0.3 -0.3 0.0
H 0.8695 6.0954 3.0231 0.2 0.1 0.0
H -1.4562 6.2003 3.2745 -0.1 0.1 -0.2
H -1.7941 5.0137 0.3856 0.7 -0.2 0.3
H -2.0691 6.6755 0.8645 -0.1 0.2 0.0
H -3.7383 6.5714 3.1007 -0.1 0.1 0.1
H -5.1384 5.7914 2.2862 0.0 0.4 0.3
H -4.2974 7.1383 1.4982 0.2 0.0 -0.1
C -2.3141 -4.5274 1.8485 -0.4 -0.2 -0.4
C -3.6161 -4.2781 1.0428 2.0 0.7 -0.7
C -4.6903 -3.7945 1.9984 0.5 0.5 -0.7
O -5.8367 -3.4344 1.2908 0.0 0.5 0.4
C -6.8936 -2.8504 2.1009 0.2 -0.7 -0.8
N -3.2086 -3.1393 -0.0464 -2.0 -1.0 0.7
H -2.7602 -2.3252 0.3488 1.2 0.7 0.9
H -2.7186 -3.4533 -0.8719 0.8 -0.3 0.2
H -4.0556 -2.7429 -0.4279 -0.9 -0.1 0.0
H -1.9238 -3.5647 2.1786 -0.3 0.0 0.4
H -1.4576 -4.9785 1.3475 -0.4 -0.1 -0.6
H -2.5325 -5.2250 2.6570 -0.1 0.3 0.3
H -3.9548 -5.1096 0.4247 0.0 0.0 0.1
H -4.2835 -2.9212 2.5081 0.1 0.2 0.4
H -4.8322 -4.6011 2.7177 -0.2 -0.1 0.1
H -6.6115 -2.3968 3.0511 0.6 0.0 -0.1
H -7.5777 -3.6670 2.3319 -0.4 0.4 -0.1
H -7.2913 -2.0866 1.4327 -0.6 -0.2 0.3
C -0.5421 1.5486 -6.3144 0.1 -0.3 -1.2
C -0.2850 2.7258 -5.4200 -0.8 -0.7 2.2
C -1.5241 3.0909 -4.6310 -1.1 1.5 0.3
O -1.2185 4.0063 -3.5478 0.6 -0.7 -1.3
C -2.1717 5.0247 -3.2487 0.4 -0.4 0.6
N 0.7289 2.2317 -4.3657 0.3 1.0 -1.0
H 0.3902 1.4596 -3.8097 -0.6 -1.3 0.3
H 1.5829 2.0038 -4.8545 0.4 -0.4 0.0
H 0.9673 2.8869 -3.6349 -0.1 0.9 0.4
H -1.3446 1.6787 -7.0406 -0.1 0.5 0.1
H -0.8219 0.6351 -5.7898 0.2 0.1 0.4
H 0.3352 1.3662 -6.9350 0.1 -0.2 0.0
H 0.0751 3.6357 -5.8999 0.4 -0.3 0.0
H -2.1539 2.2892 -4.2454 0.6 -0.7 0.2
H -2.1744 3.5019 -5.4032 -0.2 0.7 0.1
H -1.8135 5.5080 -2.3397 0.1 0.0 0.0
H -3.0980 4.5268 -2.9622 -0.5 0.4 -0.5
H -2.2265 5.8145 -3.9979 -0.4 -0.4 -0.3
C 2.7343 -6.0281 0.1842 -0.2 -0.2 -0.1
C 1.6489 -6.1983 -0.8825 -1.3 1.2 0.8
C 0.5377 -7.2018 -0.5689 2.5 -0.4 0.7
O 0.0945 -6.9881 0.7640 0.4 1.1 -1.8
C -0.5901 -8.1010 1.2643 0.4 -0.9 0.5
N 0.8398 -4.8903 -0.9817 1.0 -0.2 -0.2
H 0.5874 -4.4805 -0.0937 -0.2 0.4 1.6
H 1.4127 -4.1722 -1.4015 0.1 0.8 -0.5
H -0.0164 -5.0736 -1.4850 -0.1 0.3 -0.4
H 3.2592 -6.9587 0.4001 0.0 -0.1 -0.5
H 2.2973 -5.7666 1.1479 -0.2 0.3 -0.2
H 3.4650 -5.2759 -0.1131 0.0 0.0 0.0
H 1.9940 -6.2898 -1.9124 0.4 -0.6 0.2
H 1.0781 -8.1462 -0.6331 -0.5 -0.6 0.0
H -0.1584 -7.1320 -1.4048 -0.9 -0.2 0.3
H 0.0755 -8.9623 1.3199 0.1 -0.2 -0.3
H -1.4072 -8.3496 0.5870 -0.5 -0.1 0.6
H -0.7838 -7.8908 2.3161 -0.8 0.1 -0.3
C -6.5879 3.2212 0.9050 1.0 1.4 0.5
C -7.0277 2.7337 -0.4517 -0.5 -0.9 0.7
C -5.8130 2.4175 -1.4416 -1.4 0.1 0.7
O -4.9413 1.4802 -0.8234 -0.4 0.5 -0.2
C -3.5340 1.7154 -1.0815 -0.9 -0.2 0.7
N -7.7917 1.4112 -0.1561 1.5 0.1 -1.5
H -8.2668 1.0173 -0.9556 -0.9 0.3 -0.5
H -7.0121 0.7729 -0.0861 0.3 -0.7 1.1
H -8.3976 1.4476 0.6512 -0.1 -0.1 0.4
H -6.2636 2.5198 1.6737 0.1 -0.4 -0.5
H -7.2703 3.9066 1.4076 -0.6 -0.3 -0.3
H -5.7590 3.8943 0.6860 0.4 -0.1 0.3
H -7.8425 3.4059 -0.7207 0.6 0.1 -1.1
H -5.3483 3.3727 -1.6860 0.2 0.1 0.2
H -6.1719 2.0009 -2.3827 -0.2 0.0 -0.1
H -3.3262 1.7405 -2.1512 0.1 -0.1 0.0
H -3.0558 0.8800 -0.5701 0.4 0.2 -0.3
H -3.2650 2.6562 -0.6012 0.3 0.0 -0.1
C 4.5273 4.3574 -0.3873 0.1 0.7 -0.1
C 4.6910 4.1548 -1.8944 1.7 0.6 0.5
C 6.1159 4.5593 -2.4005 0.1 -0.5 0.4
O 6.4004 4.0514 -3.6680 -2.3 0.2 -0.1
C 7.7556 3.8343 -3.9711 0.2 -0.9 -0.1
N 4.4814 2.6906 -2.1407 -0.3 0.2 -0.9
H 3.8957 2.2709 -1.4330 -0.8 -0.4 0.5
H 4.0318 2.5441 -3.0331 -0.3 -0.1 -0.3
H 5.3327 2.1528 -2.2197 0.7 0.1 0.2
H 5.1548 3.6951 0.2091 -0.1 -0.3 -0.2
H 3.4861 4.2489 -0.0836 0.1 -0.3 0.0
H 4.8392 5.3572 -0.0852 0.0 0.2 -0.3
H 3.9666 4.7506 -2.4498 -0.2 -0.4 -0.1
H 6.9032 4.1299 -1.7809 -0.2 0.1 1.0
H 6.1943 5.6448 -2.3404 0.0 0.2 0.0
H 8.3861 4.0887 -3.1192 0.3 0.5 -0.4
H 7.9638 4.3290 -4.9198 0.5 0.1 0.4
H 7.8391 2.7536 -4.0856 0.4 -0.1 -0.4
C 6.0259 0.8437 3.9075 -0.4 -0.1 -1.1
C 5.4759 -0.1249 2.8184 0.8 -0.7 0.1
C 4.0777 -0.7056 3.1431 -0.7 3.0 -0.8
O 3.4120 -1.2626 2.0220 2.1 -1.0 0.8
C 3.7784 -2.6688 1.9714 -1.2 0.3 -1.1
N 5.5452 0.4505 1.3582 -0.5 0.3 1.2
H 5.1612 -0.2071 0.6948 -0.3 -0.6 -0.3
H 4.9639 1.2659 1.2264 -1.3 0.7 0.6
H 6.4418 0.7911 1.0416 0.9 -0.6 0.4
H 7.0054 1.2083 3.5980 0.1 -0.1 0.2
H 6.1112 0.3655 4.8833 0.1 -0.3 -0.2
H 5.3887 1.7125 4.0727 -0.2 0.0 -0.3
H 6.1464 -0.9806 2.7386 0.3 0.1 0.0
H 3.4702 0.1680 3.3793 -0.2 0.1 0.3
H 4.1196 -1.2939 4.0598 0.1 -0.5 -0.3
H 4.8166 -2.9726 1.8379 0.5 0.9 0.3
H 3.3112 -2.9539 1.0288 -0.5 -0.7 0.4
H 3.4184 -3.1107 2.9004 -0.3 -0.4 -0.3
C 0.4416 -6.8277 -5.2028 0.8 1.2 0.7
C -0.0174 -5.3080 -5.4314 0.3 -1.5 0.0
C 0.9994 -4.2185 -4.9764 -0.5 1.2 0.3
O 0.6812 -2.9048 -5.5192 -0.6 -0.8 -0.9
C 1.1989 -1.7101 -4.8618 0.8 -2.5 1.1
N -0.3273 -5.1920 -6.9129 0.6 0.7 0.8
H -0.6482 -4.2673 -7.1624 -0.4 0.6 0.1
H 0.5378 -5.2934 -7.4241 0.3 -0.6 -0.6
H -1.0276 -5.8658 -7.1879 -0.1 -0.5 -0.4
H 1.5155 -6.9823 -5.3072 0.1 0.3 -0.7
H -0.0570 -7.5876 -5.8045 -0.3 0.3 -0.1
H 0.3370 -7.1098 -4.1551 -0.6 0.1 0.1
H -0.9784 -5.2221 -4.9243 0.0 0.5 -0.1
H 2.0335 -4.5230 -5.1377 0.1 0.0 -0.6
H 0.9258 -4.1408 -3.8916 -0.2 -0.2 0.3
H 2.2607 -1.6175 -5.0897 -0.1 0.4 -0.5
H 1.1787 -2.0106 -3.8142 -0.1 0.8 0.5
H 0.6286 -0.7952 -5.0226 -0.2 -0.6 -0.4
C 3.0487 3.5910 3.3703 -0.4 0.7 0.1
C 2.5150 2.4627 2.5038 0.7 0.1 -1.2
O 3.1969 2.1101 1.5335 1.7 -0.2 -1.4
O 1.4551 1.8734 2.7418 -2.4 -0.6 1.2
H 3.1988 3.1823 4.3696 0.3 0.4 0.0
H 2.4117 4.4731 3.4350 -0.9 -0.4 0.3
H 3.9032 4.1211 2.9498 0.6 -0.9 0.1
C 0.9256 4.7154 -1.3950 0.3 0.8 1.1
C 0.8399 3.3474 -0.7994 -1.7 -1.9 -0.3
O 0.0054 3.0617 0.0908 0.1 0.7 0.8
O 1.5063 2.4404 -1.3470 1.6 -0.9 -0.8
H 1.6266 5.2477 -0.7521 0.2 0.3 -0.1
H -0.0198 5.2323 -1.2301 0.1 0.0 -0.6
H 1.3315 4.7480 -2.4061 -0.4 0.0 0.1
C -2.2266 -1.2795 -3.3289 0.3 0.3 0.0
C -1.0588 -1.0814 -2.3587 0.6 2.6 -1.8
O -0.4483 0.0400 -2.4790 -0.1 -0.1 0.2
O -0.7718 -1.9049 -1.5197 0.2 -2.2 2.0
H -2.6643 -2.2761 -3.2731 -0.2 0.2 0.1
H -1.9736 -1.0642 -4.3671 0.4 -0.2 0.0
H -2.8864 -0.4494 -3.0766 -0.6 -0.4 0.1
C 0.7139 -4.3671 3.3838 -0.3 -1.9 0.5
C 0.6379 -3.1460 2.5574 0.4 1.5 0.8
O 0.7929 -2.0204 3.0330 0.5 2.8 3.0
O 0.4778 -3.1745 1.3624 -0.7 -2.3 -5.5
H 0.2111 -5.1987 2.8900 -0.2 0.1 -0.3
H 0.2747 -4.3324 4.3808 0.3 0.5 0.0
H 1.7362 -4.7412 3.4396 0.2 0.4 0.3
C 4.4444 -1.2654 -2.7812 -0.3 -0.1 -0.2
C 3.4983 -1.1706 -1.5628 -1.0 -1.8 0.1
O 2.6835 -2.0853 -1.2074 0.7 0.3 -1.1
O 3.5470 -0.1059 -0.9488 -0.1 2.7 1.4
H 3.8315 -1.5723 -3.6288 0.4 -0.6 0.0
H 5.3359 -1.8707 -2.6172 -0.5 -0.7 0.0
H 4.8969 -0.3332 -3.1193 -0.4 0.5 0.5
C -3.8994 0.3059 2.4108 0.1 0.9 -0.5
C -2.4380 0.2441 1.9560 2.8 0.4 -1.0
O -1.9798 -0.7856 1.3313 -0.7 0.3 0.1
O -1.6544 1.2414 2.1209 -1.5 -0.9 0.4
H -4.2224 1.3243 2.1948 0.1 0.3 0.2
H -4.0135 0.1707 3.4864 0.1 -0.3 -0.1
H -4.6003 -0.2761 1.8124 0.4 -0.7 0.2
```
Forces are in eV/Å.

* Kohn-Sham gap: 4.39 eV
* total energy: -114759.073 eV
* charge: +6
* ΔE to the lowest compared entry with this formula, charge and spin: 43.7 kJ/mol
* spin multiplicity: 1
* E_HOMO: -19.456 eV